Entry 1:
11
Properties=species:S:1:pos:R:3:forces:R:3 method="wB97M-V/def2-TZVPD" charge=0 homo_lumo_gap_ev=11.0
P 1.5167 0.0150 0.3900 -5.6 2.6 -2.5
O 2.7146 0.1315 -0.3269 3.9 0.7 -1.6
C -0.8012 -0.7404 0.0433 0.3 2.8 0.0
O 0.5378 -1.0631 -0.2053 1.7 -0.2 0.6
H -0.6990 0.5643 -1.4747 0.4 0.4 -2.6
O 0.1245 1.4794 0.1537 4.0 -2.5 1.1
H -1.2894 -1.4207 -0.5219 -2.2 -1.8 -2.0
H -1.0049 -0.9717 1.0458 -0.6 0.3 1.7
H 1.5679 -0.0810 1.6806 0.0 -0.1 2.9
H -1.8050 1.3114 -0.3085 0.0 -0.5 -0.1
C -0.8620 0.7753 -0.4759 -1.7 -1.7 2.5

=====

Entry 2:
11
Properties=species:S:1:pos:R:3:forces:R:3 method="wB97M-V/def2-TZVPD" s_squared=0.7544 charge=+2 spin_multiplicity=2 homo_lumo_gap_ev="9.2 / 8.0"
O -0.1373 2.2125 0.7644 -0.1 -0.8 -1.0
C -0.1671 -1.6927 0.4721 1.7 -3.1 4.2
C -0.0131 1.0015 -1.2910 -0.8 -5.9 0.6
Sr 0.5782 0.8895 2.6062 -0.1 -0.5 0.7
H -0.2066 -0.4820 -0.8489 0.0 3.4 0.1
H 1.0001 0.6786 -1.5613 -0.6 0.7 -1.5
H -1.0022 1.0752 -1.7503 0.7 -0.1 -1.1
O -0.0435 -1.2047 1.6497 -0.4 1.0 -2.2
O 0.1390 2.0811 -0.5103 0.6 2.9 2.1
H 0.7906 -2.0686 0.0634 -0.2 1.1 -1.0
H -0.9380 -2.4904 0.4059 -0.8 1.3 -0.9

=====

Entry 3:
9
Properties=species:S:1:pos:R:3:forces:R:3 method="wB97M-V/def2-TZVPD" charge=0 homo_lumo_gap_ev=10.0
H 2.7667 -1.0727 -1.6901 -0.5 0.3 -0.4
O 1.5357 -1.8138 -0.1930 -0.6 0.3 1.1
H -2.1860 1.8312 2.5657 0.7 1.8 2.8
P -2.1639 1.0806 1.5065 -1.4 -1.5 -2.9
H -0.8979 1.3166 0.9563 0.2 0.5 0.2
H 1.0586 -1.6731 -2.1871 -0.2 -0.1 -0.9
C 1.0823 -0.6042 -0.3111 -0.1 -0.1 1.1
C 1.7044 -1.2115 -1.4803 1.3 -0.4 -0.9
H -2.8999 2.1469 0.8331 0.6 -0.8 0.0

=====

Entry 4:
9
Properties=species:S:1:pos:R:3:forces:R:3 method="wB97M-V/def2-TZVPD" charge=0 homo_lumo_gap_ev="8.7 / 8.7"
H 0.9255 1.2743 -0.1923 0.0 0.9 -0.2
O -1.3779 -0.9218 -1.8809 -1.1 -0.1 0.2
H -1.4075 -1.2405 1.1092 2.2 0.1 -0.8
H -0.7859 1.8511 -0.7123 -0.9 0.9 0.1
C -0.3164 -1.1513 0.6909 -3.0 0.6 0.1
C 0.0146 1.1785 -0.7808 1.4 -2.4 1.0
H 0.4191 -0.9065 1.4129 0.8 -0.1 0.6
P -0.2624 -0.5722 -0.9877 -0.8 0.1 -1.2
H 0.8202 -1.1218 -1.6224 1.4 0.0 0.3

=====

Entry 5:
9
Properties=species:S:1:pos:R:3:forces:R:3 method="wB97M-V/def2-TZVPD" charge=0 homo_lumo_gap_ev="6.5 / 6.8"
H 1.2855 -0.2686 1.8014 0.0 0.6 0.1
H -1.1348 0.2356 -0.8664 1.5 -0.1 1.2
H 1.0843 -2.4662 -2.0763 -0.8 -0.8 0.2
C -0.1673 -0.4002 -0.8853 -3.1 -1.8 -3.4
H -0.2149 0.8428 1.5414 2.4 -1.0 -1.3
H 1.5067 1.3950 1.0365 -0.4 -1.0 -0.3
O 0.7885 -0.3207 -0.1284 1.5 1.6 2.4
P -0.2221 -3.0889 -1.7729 1.0 1.8 0.0
C 0.8642 0.4863 1.1284 -1.9 0.8 1.2

=====

Entry 6:
9
Properties=species:S:1:pos:R:3:forces:R:3 method="wB97M-V/def2-TZVPD" charge=0 homo_lumo_gap_ev=9.9 smiles="C=O.C=P"
H 1.9884 1.0923 2.2326 -0.3 -0.9 -0.5
H 1.4940 -0.3565 -0.7667 0.4 0.2 -0.6
P 1.6169 -0.1542 1.5178 0.7 1.2 -0.3
H -1.8239 -0.6580 -1.7154 0.2 0.6 -0.4
C -2.2121 -0.5461 -0.7050 -1.2 -2.2 2.5
H -2.6895 -1.5262 -0.2510 0.6 1.2 -1.1
H 1.9494 1.3757 -0.2955 0.6 2.1 -0.9
O -2.1601 0.3876 0.0442 0.3 0.4 -0.9
C 1.8370 0.3854 -0.0609 -1.4 -2.7 2.3

=====

Entry 7:
9
Properties=species:S:1:pos:R:3:forces:R:3 method="wB97M-V/def2-TZVPD" s_squared=2.0074 charge=0 spin_multiplicity=3 homo_lumo_gap_ev="10.6 / 8.5"
C -1.1666 -1.0605 0.1507 2.6 0.7 1.4
O 1.5664 -1.0478 0.6267 2.3 -1.3 2.0
H -1.8509 -0.3336 -0.1940 -1.4 0.1 -0.2
C 0.6447 1.3968 -0.0684 -0.1 -3.2 0.0
H -1.2257 -1.5965 1.1305 -0.4 0.3 -1.2
H 0.5736 1.8167 0.8656 0.4 0.5 2.5
P 0.5549 -0.4239 -0.1716 -2.6 0.3 -3.0
H 0.6239 -0.8280 -1.6178 0.0 1.0 1.3
H 0.2798 2.0768 -0.7215 -0.8 1.6 -2.8

=====

Entry 8:
10
Properties=species:S:1:pos:R:3:forces:R:3 method="wB97M-V/def2-TZVPD" charge=0 homo_lumo_gap_ev="7.8 / 6.3"
P -0.2839 0.3503 0.9520 0.7 2.0 -0.5
C 1.3296 1.1926 0.0087 -0.3 -0.8 0.4
H 0.9136 1.6964 -0.9221 0.8 -0.8 1.1
O -1.4995 0.9694 -0.0386 0.8 -1.6 0.1
H 1.6994 1.8237 0.8086 -0.5 0.9 -0.3
H -1.0237 -1.7581 -0.0210 1.4 0.8 0.8
S 2.6554 -0.0082 -0.0296 -0.7 0.3 -0.6
H -1.6508 0.2742 -0.7133 -0.2 0.7 0.1
H 0.3312 -2.0908 1.1202 0.6 0.3 0.3
C -0.1296 -1.2984 0.5568 -2.7 -1.9 -1.5

=====

Entry 9:
10
Properties=species:S:1:pos:R:3:forces:R:3 method="wB97M-V/def2-TZVPD" charge=0 homo_lumo_gap_ev="6.9 / 7.3"
C 2.0019 0.1878 -0.5256 2.4 0.0 3.5
H -3.3117 0.7710 -1.8508 0.3 -0.9 -2.1
H 2.5110 -0.7286 -0.1826 0.0 -0.2 -0.9
H 1.5466 0.2152 -1.4198 -1.5 -0.5 -3.3
P -3.1530 -0.0492 0.1190 0.1 -1.0 -0.9
S -0.4859 0.4679 0.8369 2.8 -0.1 0.4
C 1.1391 0.3958 0.6074 -3.6 0.7 0.7
O -3.4614 1.1305 -1.0137 -0.3 1.1 2.9
H 2.8032 0.9309 -0.4908 0.0 0.1 0.0
H -3.2190 0.5924 1.3738 -0.2 0.8 -0.3

=====

Entry 10:
10
Properties=species:S:1:pos:R:3:forces:R:3 method="wB97M-V/def2-TZVPD" charge=0 homo_lumo_gap_ev="6.8 / 6.4"
H -1.2050 -0.4867 -0.1300 0.0 0.2 -0.1
C -0.2446 -0.3042 -0.6102 -0.2 -0.9 -0.5
H 0.3029 -2.6157 -0.2930 0.0 -0.1 0.1
H 0.9721 -0.5078 1.1851 0.1 -0.1 0.1
H -0.3684 0.3819 -1.4442 -0.1 0.0 0.0
P -0.5118 2.2347 1.6583 2.0 -1.5 0.0
O -1.6644 2.5588 0.8463 -1.1 0.3 -0.8
C 0.8069 0.1068 0.3148 -0.7 1.6 1.2
S 0.2183 -1.9288 -1.4316 -0.1 0.4 -0.1
H 1.6941 0.5610 -0.0956 0.1 0.1 -0.1

=====

Entry 11:
9
Properties=species:S:1:pos:R:3:forces:R:3 method="wB97M-V/def2-TZVPD" charge=0 homo_lumo_gap_ev=7.3 smiles="C=[PH2]C=S"
H 1.1295 1.6796 1.8086 -1.2 -1.1 -0.7
C 0.0163 -0.8742 -1.6920 0.1 0.8 1.4
H 0.7912 -0.9294 0.7422 1.9 -2.5 0.9
H -0.5890 1.9576 1.4989 -1.7 1.4 -0.2
C 0.1397 1.2277 1.4623 2.9 -0.1 0.0
P 0.0446 0.0193 0.2895 -2.4 0.6 -1.6
H 0.4190 -0.3216 -2.5111 0.4 0.3 -0.7
H -1.2665 -0.4618 0.2575 -0.2 0.1 0.5
S -0.6848 -2.2972 -1.8558 0.2 0.4 0.3

=====

Entry 12:
8
Properties=species:S:1:pos:R:3:forces:R:3 method="wB97M-V/def2-TZVPD" charge=0 homo_lumo_gap_ev="9.2 / 9.4"
H 0.9521 1.2603 0.4190 1.4 0.3 0.3
H -0.5822 1.0590 1.2486 -1.3 -0.3 1.4
H 1.1063 -1.3167 -0.4036 1.8 0.1 0.1
H -0.4848 1.3295 -0.5885 -0.3 0.5 0.7
C -0.0820 1.4457 0.4293 0.1 -0.7 -2.5
H -0.4459 -2.1653 0.2908 1.1 1.8 -1.5
C 0.0754 -1.3872 -0.4135 -1.5 -2.6 3.4
H -0.4484 -0.9924 -1.1898 -1.4 0.9 -2.0

=====

Entry 13:
8
Properties=species:S:1:pos:R:3:forces:R:3 method="wB97M-V/def2-TZVPD" s_squared=2.0042 charge=0 spin_multiplicity=3 homo_lumo_gap_ev="8.3 / 11.0"
H 1.1611 0.1770 0.9226 1.9 -0.2 4.0
H -1.6739 -1.3365 -0.1535 -1.0 -1.6 -0.2
H -0.9275 0.6576 -1.0092 -0.8 -0.3 0.8
H 1.2563 0.9647 -0.5283 0.3 -0.6 -0.2
C -0.6421 0.3267 0.0032 1.7 2.1 -0.2
C 0.8816 0.0573 -0.0221 -2.8 1.1 -2.8
H -1.2377 0.6438 0.9335 1.1 -0.7 -1.6
H 1.2533 -0.8533 -0.5206 -0.4 0.3 0.2

=====

Entry 14:
10
Properties=species:S:1:pos:R:3:forces:R:3 method="wB97M-V/def2-TZVPD" charge=0 homo_lumo_gap_ev="7.1 / 8.4"
B 2.0289 0.2533 0.1741 -0.8 0.9 0.0
H 1.8312 1.4747 0.3025 0.3 -1.0 -0.2
C 0.8105 -0.6702 -0.1120 0.1 -1.7 0.3
H -0.5993 0.8209 -0.7751 0.3 1.1 -0.8
H 1.1246 -1.7759 -0.2958 -1.0 1.8 0.2
H 3.1282 -0.2040 0.3131 -0.2 0.1 0.0
B -0.6267 -0.1669 -0.1379 -1.9 -0.3 0.5
C -2.2377 -0.0359 0.1486 3.8 -0.9 -4.0
H -2.8947 0.2551 -0.7222 0.8 -0.3 1.3
H -2.5650 0.0489 1.1047 -1.3 0.3 2.7

=====

Entry 15:
11
Properties=species:S:1:pos:R:3:forces:R:3 method="wB97M-V/def2-TZVPD" charge=0 homo_lumo_gap_ev=5.3
H 0.0637 -1.4623 -1.0717 0.1 -0.1 -0.1
H 2.3521 0.2578 -0.1784 -0.4 -0.1 -0.1
O -3.2210 2.0382 1.3970 0.2 -0.6 -0.1
H 2.1216 -0.6841 -1.6718 0.1 0.4 0.2
C 1.6134 -0.0211 -0.9466 0.1 -0.2 -0.3
C 0.3791 -0.6835 -0.3470 -0.5 0.1 0.2
H -3.7903 1.6965 2.0850 -0.2 0.3 0.3
Ba -1.7386 0.9614 -0.0139 -0.1 0.7 -0.5
O 0.8270 -1.3765 0.8498 0.3 -0.6 0.6
H 0.0633 -1.6257 1.3788 0.2 0.1 -0.1
H 1.3299 0.8992 -1.4812 0.2 0.0 -0.1

=====

Entry 16:
12
Properties=species:S:1:pos:R:3:forces:R:3 method="wB97M-V/def2-TZVPD" charge=+2 homo_lumo_gap_ev=10.4
N -0.4178 0.2743 0.0502 0.8 -4.5 -2.8
H 1.5613 0.7595 0.7701 -1.6 -0.9 0.5
H 0.6110 2.4774 2.0843 2.4 1.2 1.8
H -1.5237 -1.6165 -1.7127 2.3 -0.9 0.6
H -0.8305 2.4476 1.2629 1.5 -1.1 0.5
C 0.2621 -1.3134 -0.7314 -0.4 3.5 1.3
H -0.3521 -2.9880 -1.8959 0.3 2.2 0.9
C 0.4342 0.9083 0.8230 1.8 0.6 -1.1
N 0.1180 1.9838 1.4315 -4.9 1.1 -1.4
H -1.3890 0.5462 -0.2457 1.3 -0.3 0.7
Br 2.0387 -1.4945 -0.3478 -0.9 -0.6 -0.3
N -0.5122 -1.9848 -1.4886 -2.5 -0.5 -0.7

=====

Entry 17:
13
Properties=species:S:1:pos:R:3:forces:R:3 method="wB97M-V/def2-TZVPD" charge=0 homo_lumo_gap_ev="7.6 / 6.9"
O 1.7357 -2.2661 -1.1451 0.1 0.6 0.0
H -0.0720 0.8432 -1.3409 0.1 0.0 0.0
H -1.3808 -0.3435 -1.1462 0.1 0.0 0.1
C 0.0900 0.2110 1.2470 -0.2 0.4 0.9
C -0.2964 -0.2089 -1.1470 -0.4 0.2 -0.9
O 1.9268 -2.0709 1.3202 0.2 0.4 0.0
H 0.8773 -0.0254 1.9595 -0.1 0.2 0.1
H 0.1288 -0.8281 -1.9326 -0.2 0.1 -0.1
H 0.1588 1.2623 0.9630 0.1 0.0 0.0
H -0.8746 0.0279 1.7283 0.1 0.0 -0.1
S 1.6626 -1.4819 0.0471 0.3 0.2 0.2
Br 3.8352 0.6749 -0.0583 -1.5 -1.2 0.0
N 0.2329 -0.6521 0.1083 1.4 -0.7 -0.1

=====

Entry 18:
13
Properties=species:S:1:pos:R:3:forces:R:3 method="wB97M-V/def2-TZVPD" charge=0 homo_lumo_gap_ev="6.2 / 6.2"
H -1.4880 -1.1624 -1.0267 -0.5 -0.1 0.0
H -1.1921 0.0348 1.9245 1.2 -1.3 -1.4
H -0.9205 0.2283 -1.9736 -1.1 1.6 -2.4
C -0.7274 -0.4378 -1.2317 0.6 -0.1 1.4
O 0.6696 2.2892 -1.1574 0.9 -1.4 0.8
Br 2.6020 -1.3336 0.0047 -0.7 1.4 -0.2
S 0.8212 1.3865 -0.0300 -1.1 1.1 0.2
H 0.5865 -0.3378 1.6409 -1.6 -0.7 -0.6
N -0.4831 0.3355 -0.0395 0.8 0.6 0.9
C -0.4519 -0.4549 1.1512 0.0 -0.5 2.9
H 0.1763 -0.9214 -1.4672 1.3 -1.2 -0.4
O 1.0501 1.9306 1.3012 0.0 -1.1 -1.8
H -0.6427 -1.5569 0.9037 0.2 1.7 0.7

=====

Entry 19:
14
Properties=species:S:1:pos:R:3:forces:R:3 method="wB97M-V/def2-TZVPD" charge=-1 homo_lumo_gap_ev=8.0
O -0.8683 1.0079 -2.3735 1.2 -1.0 1.3
C 0.6391 0.6712 0.4807 -1.0 -1.4 -2.7
H -1.6197 -0.6847 0.4393 0.3 -0.5 1.8
O 1.4660 -0.1041 -2.4283 0.1 0.4 0.6
H -1.2395 1.4875 1.1110 0.9 -0.8 0.7
O -0.3879 -1.5189 -1.6557 0.1 2.0 0.8
H -0.6284 -1.3358 1.6138 -0.7 0.2 -0.3
H 1.2808 1.5466 0.3436 -0.4 -0.1 0.3
N -1.3364 -0.5965 1.4674 0.4 0.3 -2.4
H -0.3009 0.7387 2.5249 0.5 0.8 -0.5
C -0.5341 0.6556 1.4470 -1.3 0.6 0.1
Br 1.7649 -0.8570 0.8508 0.9 -0.2 0.5
P 0.0007 -0.0396 -1.7092 -1.3 -0.3 0.0
H 1.7638 -0.9708 -2.1118 0.3 0.1 -0.3

=====

Entry 20:
11
Properties=species:S:1:pos:R:3:forces:R:3 method="wB97M-V/def2-TZVPD" s_squared=2.0051 charge=0 spin_multiplicity=3 homo_lumo_gap_ev="5.5 / 6.6"
C 0.1791 0.0855 1.5106 -2.2 3.1 -1.9
C 0.1411 0.2880 -1.4972 -1.6 4.0 2.7
P 1.1086 0.6828 -0.0563 -2.1 -2.5 1.6
H 0.7478 0.4922 2.3094 0.7 0.3 0.8
H -0.8377 0.7190 1.5321 1.9 -1.8 0.0
S 1.3865 2.5998 -0.0151 -0.1 4.1 0.1
H -0.7754 0.8697 -1.2465 -0.1 -1.1 -1.1
Br 2.8485 -0.6672 0.0243 3.4 -2.9 0.0
H 0.5858 0.5675 -2.3728 1.3 1.8 -2.2
H 0.1275 -0.6921 -1.6469 -1.1 -4.5 0.2
H 0.0672 -0.9673 1.6663 -0.2 -0.5 -0.4

=====

Here are the calculated M numbers, same order: 108.03, 164.68, 76.03, 76.03, 76.03, 76.03, 76.03, 108.10, 108.10, 108.10, 92.10, 30.07, 30.07, 51.69, 199.40, 152.00, 188.05, 188.05, 202.95, 173.02 (u).
Here are the calculated energy relative to the best compared isomer or geometry (same formula, charge and spin) numbers, same order: 38.5, 98.2, 103.2, 71.9, 151.3, 55.5, 9.5, 69.6, 85.3, 53.9, 73.3, 105.3, 27.4, 49.7, 0.0, 48.8, 38.2, 63.6, 0.0, 13.9 (kcal per mole).